No. 1
Density functional theory data (the ωB97M-V functional and the def2-TZVPD basis) for the molecule CH4NO2P.

Last column: Löwdin charge in e.
Geometry (Å):
C 0.7914 1.1133 -0.1633  -0.46
N -1.2007 -1.2522 0.3325  -0.17
O 1.1394 -0.2224 0.1051  -0.32
O -0.5662 0.9697 -0.4617  -0.30
P -0.2456 -0.6714 -0.8887  0.89
H 0.8873 1.8910 0.6373  0.12
H 1.5481 1.4674 -0.9771  0.13
H -0.8793 -1.0257 1.2416  0.04
H -1.4744 -2.2697 0.1742  0.07

For the HOMO energy, the calculation gives -9.49 eV. The total charge is 0. Its LUMO energy is 0.038 Ha.

***

No. 2
Density functional theory data (the ωB97M-V functional and the def2-TZVPD basis) for a structure of composition C23H23N5ReS.

Last column: Löwdin spin population.
Geometry (Å):
Re 0.0529 -0.1918 0.0216  2.35
C 2.6364 -6.0749 0.3796  0.00
C 2.4254 -4.5809 0.5282  0.00
N 1.0076 -4.2790 0.5617  0.01
C 0.5110 -3.0901 0.8251  0.02
S 1.6518 -1.7298 1.0820  0.06
N -0.7756 -2.8697 0.9773  -0.03
N -1.1397 -1.6032 1.0288  -0.02
C -2.0708 -1.1560 1.8669  0.13
C -2.8792 -2.0984 2.6636  0.02
C -2.0758 0.2781 1.9903  0.05
C -2.9835 1.0325 2.7430  0.03
C -2.8098 2.4005 2.8477  0.06
C -1.7352 3.0006 2.1925  0.01
C -0.8765 2.2049 1.4572  0.09
N -1.0194 0.8785 1.3485  0.08
H 3.6952 -6.3073 0.4304  0.00
H 2.1373 -6.6058 1.1839  0.00
H 2.2512 -6.4318 -0.5704  0.00
H 2.8853 -4.2247 1.4539  0.00
H 2.8866 -4.0370 -0.3048  0.00
H 0.3661 -5.0515 0.4154  0.00
H -2.2207 -2.7897 3.1927  0.01
H -3.5156 -1.5847 3.3762  0.00
H -3.4944 -2.7169 2.0081  0.01
H -3.8104 0.5519 3.2390  0.00
H -3.4931 2.9949 3.4346  0.00
H -1.5603 4.0622 2.2594  0.00
H -0.0197 2.6412 0.9488  0.01
N 0.6320 -0.7590 -1.5968  0.04
C 1.0739 -1.3762 -2.6192  0.03
C 2.5097 -1.6292 -2.7347  0.00
C 3.4465 -0.7177 -2.2341  0.01
C 4.7913 -1.0213 -2.2814  0.00
C 5.2169 -2.2397 -2.7991  0.01
C 4.2885 -3.1641 -3.2612  0.00
C 2.9407 -2.8655 -3.2390  0.01
C 0.1625 -1.9835 -3.5856  0.00
C -1.0859 -2.4337 -3.1339  0.00
C -1.9362 -3.0828 -4.0003  0.00
C -1.5712 -3.2563 -5.3312  0.00
C -0.3555 -2.7683 -5.7959  0.00
C 0.5199 -2.1393 -4.9319  0.00
H 3.1038 0.2361 -1.8544  0.00
H 5.5176 -0.3085 -1.9218  0.00
H 6.2721 -2.4662 -2.8429  0.00
H 4.6166 -4.1205 -3.6379  0.00
H 2.2166 -3.5916 -3.5761  0.00
H -1.3426 -2.2899 -2.0888  0.00
H -2.8859 -3.4536 -3.6468  0.00
H -2.2437 -3.7573 -6.0084  0.00
H -0.0984 -2.8716 -6.8384  0.00
H 1.4501 -1.7308 -5.2982  0.00

For the HOMO energy (alpha / beta), the calculation gives -13.89 / -14.57 eV. The total charge is +2. The multiplicity is 4. As for the expectation value of S²: 3.815. Its LUMO energy (alpha / beta) is -0.294 / -0.306 Ha.

***

No. 3
Density functional theory data (the ωB97M-V functional and the def2-TZVPD basis) for the molecule C2HO3P.

Last column: Löwdin charge in e.
Geometry (Å):
O 2.2773 -1.2272 -0.1153  -0.31
P 1.8551 0.1786 -0.0330  0.67
O 2.8429 1.3091 -0.0151  -0.31
C -0.0574 -0.0136 -0.0883  -0.06
C -1.2240 -0.1807 0.1618  -0.23
O -2.5216 -0.3182 0.2545  0.09
H -3.1723 0.2520 -0.1645  0.14

For the HOMO energy, the calculation gives -10.73 eV. The total charge is 0. As for the SMILES: O=P(=O)C#CO. Its LUMO energy is -0.022 Ha.

***

No. 4
Density functional theory data (the ωB97M-V functional and the def2-TZVPD basis) for the ion C5H5O3 with charge -1.

Last column: Löwdin charge in e.
Geometry (Å):
C -1.6139 -1.0902 -0.1669  -0.08
C -0.5136 -0.2218 0.5992  -0.24
C -0.1680 1.0742 0.0067  -0.07
O -0.5222 2.7209 0.0493  -0.14
C 0.7405 0.1258 -0.1649  -0.03
C 2.1901 -0.3488 -0.2356  -0.73
O 2.5674 -0.5808 0.9221  -0.04
O 2.7736 -0.4333 -1.3319  -0.06
H -0.9994 -2.0414 -0.3919  0.09
H -2.0849 -0.7096 -1.1241  0.08
H -2.3749 -1.1769 0.5207  0.00
H -0.3594 -0.2789 1.7098  0.13
H 0.3648 2.9609 -0.3924  0.08

For the HOMO energy, the calculation gives -4.45 eV. The total charge is -1. As for the SMILES: C[C@@H]1C(O)=C1C(=O)[O-]. Its LUMO energy is 0.134 Ha.

***

Number 1: maximum force 4.04 eV/A. Number 2: maximum force 3.89 eV/A. Number 3: maximum force 3.81 eV/A. Number 4: maximum force 5.50 eV/A.